# 1
{"formula": "C2H4F4N4O16S4Zr", "method": "ωB97M-V/def2-TZVPD", "elements": ["Zr", "O", "C", "C", "O", "H", "H", "H", "H", "N", "S", "O", "O", "F", "S", "O", "O", "F", "N", "S", "O", "O", "F", "S", "O", "O", "F", "N", "O", "O", "O", "N", "O", "O", "O"], "positions_angstrom": [[-11.985, -5.344, -8.658], [-10.804, -4.713, -10.388], [-11.613, -4.128, -11.410], [-13.067, -3.778, -10.910], [-13.612, -4.439, -9.789], [-11.633, -4.849, -12.237], [-11.138, -3.247, -11.857], [-13.738, -3.830, -11.783], [-13.167, -2.706, -10.682], [-12.501, -7.208, -9.388], [-11.641, -8.459, -9.939], [-11.458, -8.690, -11.340], [-11.313, -9.540, -9.027], [-10.235, -7.671, -9.665], [-13.944, -8.060, -9.711], [-14.441, -9.035, -8.774], [-14.439, -8.004, -11.057], [-14.824, -6.814, -9.100], [-11.153, -3.815, -7.507], [-9.506, -3.483, -7.025], [-9.192, -3.969, -5.719], [-8.818, -2.332, -7.532], [-8.911, -4.605, -7.949], [-11.601, -2.255, -7.393], [-11.333, -1.538, -8.611], [-11.376, -1.599, -6.140], [-13.177, -2.401, -7.365], [-10.587, -7.648, -6.523], [-11.519, -8.412, -6.278], [-9.462, -7.795, -6.042], [-10.790, -6.634, -7.300], [-13.827, -4.862, -5.832], [-14.902, -4.255, -5.804], [-13.144, -5.054, -4.827], [-13.411, -5.360, -6.958]], "forces_ev_per_angstrom": [[-1.037, 1.751, -1.187], [-2.083, -0.269, 1.875], [-0.227, -0.879, 0.716], [-0.395, 1.332, -0.686], [3.237, -1.411, 0.831], [-0.398, -0.147, 0.022], [-0.016, 0.293, 0.386], [-0.067, -0.622, -0.017], [0.679, 0.115, 0.101], [-2.922, -6.693, -2.922], [9.987, -0.618, 1.522], [-2.173, 0.081, 0.043], [-2.741, 0.406, -1.003], [-0.432, 0.629, -0.472], [-7.447, 5.089, 2.699], [2.225, -0.626, -1.289], [1.743, -1.123, 0.126], [0.827, -0.511, -0.386], [3.317, 4.490, 2.735], [2.811, -3.444, -0.109], [-1.066, 0.854, -0.379], [-1.477, 0.068, 0.385], [-0.269, -0.241, -0.299], [-3.411, 2.692, -1.321], [-0.151, -0.623, 0.850], [0.872, -0.854, -0.252], [0.515, -0.617, -0.308], [-0.032, -0.932, 0.990], [0.378, 0.728, -0.409], [-0.569, 0.346, -0.558], [-0.169, 0.844, -0.608], [-0.296, 0.218, 0.916], [0.811, -0.539, -0.372], [-0.237, 0.125, -0.742], [0.213, 0.088, -0.880]], "nbo_charge": [2.39, -0.89, -0.08, -0.09, -0.84, 0.15, 0.16, 0.14, 0.15, -1.15, 2.37, -0.85, -0.83, -0.52, 2.35, -0.81, -0.84, -0.50, -1.22, 2.44, -0.86, -0.87, -0.47, 2.47, -0.90, -0.90, -0.47, 0.75, -0.43, -0.45, -0.64, 0.74, -0.45, -0.43, -0.63], "molar_mass_g_mol": 635.6, "orbital_gap_ev": 7.145, "homo_energy_ha": -0.1519, "total_charge": -2, "lumo_energy_ev": 3.01, "total_energy_ev": -96345.3763}

***

# 2
{"formula": "CH4N2O3P", "method": "ωB97M-V/def2-TZVPD", "elements": ["C", "N", "N", "O", "O", "O", "P", "H", "H", "H", "H"], "positions_angstrom": [[-1.369, -0.808, 0.032], [0.659, 2.291, 0.402], [0.366, 1.913, -0.710], [1.020, -1.857, -1.294], [2.462, -1.079, 0.752], [-0.212, -1.024, 0.844], [1.208, -0.972, -0.091], [-2.224, -0.634, 0.678], [-1.450, -1.440, -0.770], [-1.142, 0.165, -0.337], [0.681, 3.444, 0.494]], "forces_ev_per_angstrom": [[1.134, 2.628, 2.358], [-0.535, 1.096, -2.125], [1.011, 0.448, 2.679], [-0.195, 0.500, 0.323], [-1.573, 0.408, -0.405], [1.093, -0.819, -0.174], [0.498, -0.636, 0.333], [-0.257, -0.750, 0.087], [-0.491, -2.024, -1.656], [-0.512, 0.987, -1.085], [-0.174, -1.839, -0.335]], "nbo_charge": [-0.27, -0.34, -0.15, -1.14, -1.11, -0.82, 2.06, 0.16, 0.19, 0.18, 0.23], "molar_mass_g_mol": 123.0, "orbital_gap_ev": [5.889, 8.641], "homo_energy_ha": [-0.0884, -0.1655], "total_charge": -1, "lumo_energy_ev": [3.48, 4.14], "total_energy_ev": -19513.1527}

***

# 3
{"formula": "C5H11N3", "method": "ωB97M-V/def2-TZVPD", "elements": ["C", "C", "C", "C", "C", "H", "H", "H", "H", "H", "H", "H", "H", "H", "H", "H", "N", "N", "N"], "positions_angstrom": [[0.708, -1.785, 1.027], [1.410, 0.383, 1.932], [-0.320, 1.276, 0.358], [0.064, 0.713, -0.680], [-0.876, 0.615, -1.881], [0.660, -2.940, 1.050], [-0.410, -1.403, 1.225], [0.870, -1.663, -0.115], [2.351, 0.835, 2.208], [0.438, 2.171, 1.990], [-1.343, 1.797, 0.395], [1.020, 0.114, -0.601], [-0.496, 1.120, -2.725], [-1.780, 1.163, -1.525], [-0.871, -1.161, -2.485], [-2.004, -1.023, -1.308], [1.646, -0.846, 1.695], [0.451, 1.247, 1.509], [-1.518, -0.613, -2.068]], "forces_ev_per_angstrom": [[-2.731, 1.355, -1.922], [1.754, -1.170, -1.877], [-3.074, 2.654, 4.330], [2.315, -3.816, -5.738], [-1.871, 2.143, 3.823], [1.056, 1.903, 1.338], [2.143, -1.035, -0.538], [-0.399, -0.038, 1.672], [-0.157, 0.795, 1.113], [0.296, -1.360, -0.346], [1.713, -0.594, 0.293], [-1.030, 1.068, -0.704], [0.353, -0.047, -1.365], [0.906, 1.030, -0.394], [1.736, -3.214, -1.331], [-0.001, -0.162, 0.770], [-0.677, -2.488, 0.054], [-1.293, 2.707, 2.282], [-1.037, 0.268, -1.459]], "nbo_charge": [-0.47, 0.26, -0.03, -0.25, -0.23, 0.22, 0.17, 0.19, 0.18, 0.39, 0.20, 0.21, 0.20, 0.18, 0.35, 0.37, -0.48, -0.64, -0.82], "molar_mass_g_mol": 113.2, "orbital_gap_ev": 9.318, "homo_energy_ha": -0.3110, "total_charge": 0, "lumo_energy_ev": 0.85, "total_energy_ev": -9830.1450}